1.
This record from the OMol25 dataset describes a structure of composition C13H37B2IN4O11P in a non-equilibrium geometry. The level of theory is ωB97M-V with the def2-TZVPD basis set.

Geometry as XYZ:
```
69
C13H37B2IN4O11P, DFT ωB97M-V with the def2-TZVPD basis set
C -0.134 -3.603 1.681
C -1.695 -3.072 1.821
O -2.016 -2.295 0.614
B -1.695 -0.861 0.766
O -2.432 -0.119 1.849
C -0.595 -0.006 -0.112
N 0.626 0.562 0.271
C 1.241 0.552 1.653
P 1.065 2.353 2.374
O -0.458 2.768 2.047
O 2.238 3.462 1.708
O 1.192 2.325 4.111
C 1.369 1.242 -0.896
C 3.034 1.191 -0.869
N 1.128 2.715 -1.148
C 0.667 0.427 -2.175
I 1.115 1.275 -4.191
B 1.560 -0.989 -2.268
N 2.242 -1.378 -3.599
O 1.794 -1.905 -1.134
C -0.904 0.271 -1.733
C -1.879 1.586 -1.644
N -1.975 2.404 -2.912
C -1.538 -0.947 -2.628
O -3.016 -0.831 -2.811
O -3.628 -1.654 -1.979
H 0.200 -3.547 0.559
H -0.109 -4.729 2.024
H 0.629 -3.023 2.351
H -2.414 -4.015 1.949
H -1.793 -2.469 2.832
H -3.233 0.287 1.400
H 2.388 0.223 1.667
H 0.705 -0.141 2.432
H 3.166 3.080 1.727
H 0.931 3.255 4.424
H 3.453 0.253 -0.285
H 3.458 2.138 -0.278
H 3.497 1.294 -1.963
H 0.638 3.190 -0.358
H 1.983 3.223 -1.463
H 1.571 -1.989 -4.118
H 3.039 -2.020 -3.312
H 2.738 -2.272 -1.133
H -1.453 2.288 -0.792
H -2.991 1.310 -1.309
H -2.846 2.217 -3.456
H -1.918 3.406 -2.591
H -1.371 -1.943 -2.027
H -1.087 -0.986 -3.725
H -4.184 -1.023 -1.408
C -6.738 -3.634 -2.338
O -6.132 -2.769 -3.282
H -7.735 -3.905 -2.693
H -6.133 -4.537 -2.229
H -6.823 -3.122 -1.376
H -5.250 -2.546 -2.939
C 1.419 -2.426 5.744
O 1.837 -2.735 4.428
H 0.630 -1.672 5.698
H 1.031 -3.328 6.225
H 2.264 -2.032 6.313
H 2.537 -3.407 4.500
C 4.724 5.703 0.029
O 3.641 5.015 -0.569
H 4.992 6.557 -0.597
H 4.429 6.059 1.020
H 5.582 5.031 0.113
H 3.425 4.263 0.009
```

Its charge is +1. For the LUMO energy, the calculation gives -0.1737 hartree.

=====

2.
This record from the OMol25 dataset describes a structure of composition C13H37MnN3P in a non-equilibrium geometry. The level of theory is ωB97M-V with the def2-TZVPD basis set.

Geometry as XYZ:
```
55
C13H37MnN3P, DFT ωB97M-V with the def2-TZVPD basis set
C -0.275 0.379 -3.814
Mn 1.242 -0.409 -2.165
N 3.201 -0.363 -1.166
N 2.470 -1.032 -3.859
H 3.107 -1.222 -0.615
H 0.599 0.989 -3.463
H -1.186 0.919 -3.533
H -0.338 -0.649 -3.407
H -0.225 0.312 -4.911
H 2.905 -1.940 -3.680
H 3.218 -0.352 -4.014
H 1.976 -1.118 -4.749
H 4.048 -0.447 -1.732
H 3.370 0.389 -0.489
C 0.664 2.172 -0.795
C 0.333 1.705 0.632
C 1.599 1.791 1.488
C -0.671 2.693 1.235
P -0.340 -0.093 0.581
N 0.247 -0.789 -0.743
C 0.205 -1.329 1.916
C -0.579 -1.059 3.204
C -0.018 -2.768 1.412
C 1.707 -1.226 2.211
C -2.213 -0.108 0.355
C -2.692 -1.562 0.224
C -2.976 0.551 1.520
C -2.538 0.612 -0.960
H 1.182 3.143 -0.731
H -0.240 2.310 -1.406
H 1.351 1.453 -1.313
H 1.975 2.825 1.434
H 1.389 1.584 2.547
H 2.411 1.141 1.134
H -1.547 2.850 0.595
H -0.987 2.395 2.244
H -0.165 3.667 1.321
H -1.628 -1.372 3.132
H -0.134 -1.641 4.026
H -0.536 -0.001 3.502
H 0.416 -2.882 0.411
H 0.498 -3.460 2.095
H -1.068 -3.071 1.376
H 2.297 -1.263 1.284
H 1.974 -0.337 2.790
H 1.994 -2.103 2.814
H -2.719 -2.085 1.188
H -3.724 -1.556 -0.160
H -2.069 -2.121 -0.486
H -2.908 1.643 1.504
H -4.041 0.290 1.421
H -2.639 0.195 2.500
H -2.187 1.650 -0.997
H -2.108 0.072 -1.812
H -3.631 0.630 -1.096
```

As for the spin multiplicity: 6. Its charge is -1. For the LUMO energy (alpha / beta), the calculation gives 0.0879 / 0.0876 hartree.

=====

3.
This record from the OMol25 dataset describes a cluster of 7 separate species, C13H37NO10 in total in a non-equilibrium geometry. The level of theory is ωB97M-V with the def2-TZVPD basis set.

Geometry as XYZ:
```
61
C13H37NO10, DFT ωB97M-V with the def2-TZVPD basis set
H 3.009 -3.186 -1.515
N 2.700 -2.808 -0.570
C 1.504 -2.153 -0.790
C 0.613 -1.389 0.376
O -0.575 -2.181 0.770
C -1.496 -1.317 1.525
O -1.712 -1.599 2.834
O -2.193 -0.150 0.894
O -2.402 0.659 1.892
C -2.031 2.047 1.582
C -0.681 2.228 0.674
C 0.735 2.017 1.471
C 0.595 1.505 3.022
H 1.086 -2.096 -1.888
H 1.259 -1.048 1.302
H 0.221 -0.389 -0.130
H -2.930 2.497 0.941
H -1.976 2.726 2.551
H -0.681 1.586 -0.332
H -0.683 3.361 0.298
H 1.454 1.258 0.905
H 1.334 3.047 1.512
H -0.139 0.610 3.190
H 1.673 1.104 3.341
H 0.372 2.395 3.779
C -4.482 -2.988 -0.561
O -3.187 -2.668 -1.035
H -5.023 -3.526 -1.343
H -4.401 -3.622 0.325
H -5.019 -2.068 -0.316
H -2.731 -2.192 -0.320
C -0.234 4.634 -2.997
O -0.973 3.768 -2.156
H 0.782 4.727 -2.606
H -0.196 4.218 -4.007
H -0.707 5.619 -3.014
H -1.869 3.704 -2.528
C 3.416 5.934 -0.873
O 2.677 5.067 -0.032
H 4.432 6.027 -0.482
H 3.454 5.518 -1.883
H 2.943 6.918 -0.890
H 1.780 5.004 -0.404
C 5.425 -2.640 -4.222
O 4.458 -2.468 -3.202
H 4.918 -2.676 -5.190
H 6.122 -1.798 -4.210
H 5.964 -3.576 -4.061
H 4.937 -2.440 -2.357
C -2.899 -1.025 5.616
O -3.488 -1.007 6.903
H -2.016 -0.381 5.621
H -2.601 -2.045 5.364
H -3.615 -0.651 4.881
H -4.268 -1.587 6.868
C -0.748 -5.135 -2.625
O 0.470 -5.510 -2.009
H -1.153 -5.995 -3.164
H -1.461 -4.818 -1.860
H -0.565 -4.319 -3.328
H 0.806 -4.728 -1.538
```

As for the SMILES: [H]/N=C/COC(=O)OOCCCC.CO.CO.CO.CO.CO.CO. Its charge is 0. For the LUMO energy, the calculation gives -0.0009 hartree.

=====

4.
This record from the OMol25 dataset describes a structure of composition C13H40AgBN3O4 in a non-equilibrium geometry. The level of theory is ωB97M-V with the def2-TZVPD basis set.

Geometry as XYZ:
```
62
C13H40AgBN3O4, DFT ωB97M-V with the def2-TZVPD basis set
Ag 1.047 0.578 -0.217
B 3.063 -0.765 1.019
H 4.054 -1.364 1.130
H 2.451 -0.777 2.016
H 3.285 0.282 0.554
H 2.388 -1.329 0.250
C 2.944 0.530 -3.480
O 2.893 0.153 -2.167
H 1.945 0.926 -3.790
H 3.674 1.357 -3.668
H 3.290 -0.219 -4.229
C 0.606 -3.704 1.680
C -0.485 -2.743 2.173
C -0.588 -2.770 3.728
O -0.311 -1.528 4.372
C -0.707 -1.535 5.745
N -0.086 -1.400 1.671
H 0.352 -4.691 2.083
H 1.554 -3.387 2.112
H 0.568 -3.689 0.597
H -1.424 -3.043 1.698
H 0.156 -3.478 4.100
H -1.622 -3.045 3.951
H 0.152 -1.965 6.264
H -1.640 -2.071 5.921
H -0.830 -0.486 6.009
H -0.679 -0.715 2.148
H 0.809 -1.216 2.141
C -0.966 4.207 2.098
C -0.624 3.041 1.165
C -0.271 3.524 -0.211
O -0.134 2.394 -1.037
C -0.153 2.583 -2.430
N 0.565 2.312 1.711
H -0.337 5.085 1.922
H -0.740 3.965 3.138
H -2.029 4.459 2.061
H -1.445 2.325 1.140
H 0.683 4.076 -0.182
H -0.929 4.285 -0.650
H 0.834 2.857 -2.814
H -0.922 3.262 -2.811
H -0.348 1.611 -2.886
H 1.333 2.972 1.869
H 0.368 2.193 2.708
C -2.211 -0.597 -1.262
C -1.232 -1.452 -2.023
C -0.888 -1.084 -3.473
O -1.976 -0.351 -4.048
C -1.609 0.344 -5.219
N 0.067 -1.491 -1.328
H -1.822 0.414 -1.071
H -2.414 -0.966 -0.252
H -3.183 -0.451 -1.733
H -1.744 -2.427 -2.012
H -0.767 -2.000 -4.057
H 0.029 -0.490 -3.460
H -0.910 1.152 -4.995
H -2.502 0.677 -5.746
H -1.145 -0.371 -5.912
H -0.026 -1.677 -0.330
H 0.589 -2.290 -1.680
```

Its charge is -1. Its energy above the lowest of the compared OMol25 structures with the same formula, charge and spin is 0.0 kJ/mol. For the LUMO energy, the calculation gives 0.0912 hartree.